[1]
The following is a quantum chemistry calculation of a 12-piece molecular cluster, C9H42O16 overall in a non-equilibrium geometry, from OMol25.

```
! RIJCOSX wB97M-V def2-TZVPD def2/J DEFGRID3
* xyz 0 1
C 12.397 -15.218 -8.028
C 11.554 -14.191 -7.366
O 11.465 -13.040 -8.173
O 12.076 -15.355 -9.489
H 12.305 -16.228 -7.515
H 13.372 -14.822 -8.080
H 11.947 -13.799 -6.446
H 10.597 -14.669 -7.149
H 11.421 -13.465 -9.021
H 11.350 -15.948 -9.666
C 4.861 -16.481 -12.419
C 5.473 -16.014 -13.791
O 6.348 -14.934 -13.591
O 6.051 -16.605 -11.597
H 4.433 -17.507 -12.509
H 4.105 -15.721 -12.134
H 4.610 -15.738 -14.446
H 5.990 -16.900 -14.242
H 6.708 -14.768 -14.502
H 6.635 -15.976 -11.995
C 7.132 -14.407 -8.580
C 5.625 -14.355 -8.571
O 4.974 -15.519 -9.107
O 7.574 -14.797 -9.891
H 7.504 -15.147 -7.854
H 7.512 -13.418 -8.352
H 5.284 -13.546 -9.208
H 5.304 -14.201 -7.473
H 5.608 -15.999 -9.647
H 7.297 -14.188 -10.579
C 1.478 -13.969 -11.923
C 2.418 -13.263 -10.986
O 2.778 -12.041 -11.618
O 2.101 -14.345 -13.148
H 0.611 -13.269 -12.072
H 1.068 -14.800 -11.379
H 3.352 -13.789 -10.809
H 2.004 -13.020 -10.015
H 2.831 -11.290 -10.950
H 1.953 -13.602 -13.743
O 5.331 -11.429 -8.186
H 5.779 -11.152 -7.395
H 5.909 -11.401 -8.902
O 7.192 -10.328 -6.233
H 7.601 -9.698 -6.823
H 7.880 -10.987 -6.008
O 2.170 -15.024 -8.124
H 3.092 -14.746 -8.006
H 2.218 -15.852 -8.653
O 5.177 -12.478 -12.297
H 5.345 -13.293 -12.810
H 4.199 -12.309 -12.273
O 9.323 -11.387 -8.048
H 8.781 -11.662 -8.810
H 10.167 -11.876 -8.117
O 2.618 -10.267 -9.506
H 1.912 -9.952 -8.909
H 3.389 -10.435 -8.887
O 7.251 -11.887 -10.647
H 6.387 -11.963 -11.136
H 7.703 -11.162 -11.116
C 8.634 -17.415 -8.790
O 9.558 -16.472 -9.323
H 9.151 -18.359 -8.646
H 8.121 -17.195 -7.845
H 7.837 -17.558 -9.540
H 8.975 -15.761 -9.675
*
```

LUMO energy (eV): 0.23
Frontier orbital gap (Ha): 0.3809
Strongest force on any atom (eV Å⁻¹): 3.3
E (eV): -42772.9175
SMILES string: OCCO.OCCO.OCCO.OCCO.CO.O.O.O.O.O.O.O

=====

[2]
The following is a quantum chemistry calculation of a 13-piece molecular cluster, C9H44O13 overall in a non-equilibrium geometry, from OMol25.

```
! RIJCOSX wB97M-V def2-TZVPD def2/J DEFGRID3
* xyz 0 1
C 8.155 -9.942 -3.364
C 9.126 -11.100 -3.390
C 8.409 -12.429 -3.695
O 10.131 -11.052 -4.342
H 7.374 -10.141 -2.536
H 7.614 -9.768 -4.314
H 8.537 -8.931 -3.061
H 9.656 -11.174 -2.365
H 7.541 -12.541 -3.028
H 9.035 -13.347 -3.634
H 7.952 -12.316 -4.701
H 9.759 -11.205 -5.271
C 13.353 -14.020 -12.194
C 14.254 -13.028 -11.491
C 15.465 -12.703 -12.395
O 13.483 -11.824 -11.275
H 13.727 -14.991 -12.504
H 12.829 -13.557 -13.045
H 12.520 -14.249 -11.538
H 14.644 -13.390 -10.537
H 15.172 -12.480 -13.399
H 16.187 -13.615 -12.498
H 16.029 -11.819 -12.063
H 14.072 -11.013 -11.459
C 8.574 -8.850 -11.297
C 10.013 -8.731 -11.604
C 10.539 -7.309 -11.692
O 10.881 -9.393 -10.649
H 8.234 -9.881 -11.307
H 7.944 -8.341 -12.060
H 8.430 -8.397 -10.329
H 10.291 -9.171 -12.583
H 11.582 -7.399 -11.879
H 10.381 -6.835 -10.762
H 9.939 -6.766 -12.452
H 10.452 -10.147 -10.208
O 11.928 -9.101 -5.486
H 12.332 -8.389 -5.058
H 11.404 -9.718 -4.945
O 15.222 -8.479 -16.373
H 16.101 -8.795 -16.642
H 15.353 -8.463 -15.414
O 12.282 -8.152 -8.432
H 12.328 -8.585 -7.528
H 11.823 -8.758 -9.025
O 13.901 -8.983 -11.216
H 13.117 -9.414 -11.571
H 13.542 -8.530 -10.417
O 10.217 -5.971 -7.878
H 10.186 -5.013 -8.081
H 10.813 -6.344 -8.575
O 11.912 -11.074 -8.773
H 12.494 -11.486 -8.061
H 12.467 -11.029 -9.591
O 9.291 -8.076 -6.579
H 10.241 -8.291 -6.346
H 9.408 -7.251 -7.021
O 9.115 -11.137 -7.040
H 9.192 -10.274 -7.419
H 9.409 -11.827 -7.605
O 10.100 -12.232 -11.690
H 9.596 -12.269 -12.477
H 10.924 -11.783 -11.932
O 15.844 -9.235 -13.239
H 16.728 -9.749 -13.152
H 15.496 -9.114 -12.359
*
```

LUMO energy (eV): 0.33
Relative energy (zero: lowest compared OMol25 entry of this formula, charge and spin) (kcal/mol): 8.6
Frontier orbital gap (Ha): 0.3767
Strongest force on any atom (eV Å⁻¹): 3.1
E (eV): -36664.8243

=====

[3]
The following is a quantum chemistry calculation of C9H4Cl2N2O3ScYb as an isolated structure in a non-equilibrium geometry, from OMol25.

```
! RIJCOSX wB97M-V def2-TZVPD def2/J DEFGRID3
* xyz 4 2
Sc -2.242 -1.385 -3.675
Yb 0.982 -0.224 0.063
Cl -3.147 -2.404 -1.862
Cl 0.499 1.875 -1.055
C 1.342 1.681 1.525
C -0.225 -1.777 -3.325
C -0.893 0.336 -4.348
O 1.167 2.764 1.850
O 0.766 -2.056 -3.858
O 0.083 0.832 -4.712
N -2.956 -3.053 6.085
C -2.429 -2.586 5.145
C -1.726 -2.089 3.974
C -0.349 -2.139 3.852
C 0.319 -1.759 2.685
N -0.374 -1.274 1.630
C -1.737 -1.186 1.752
C -2.431 -1.536 2.910
H 0.208 -2.481 4.686
H 1.399 -1.893 2.576
H -2.261 -0.797 0.855
H -3.519 -1.407 2.950
*
```

LUMO energy (alpha / beta) (eV): -18.06 / -18.06
Relative energy (zero: lowest compared OMol25 entry of this formula, charge and spin) (kcal/mol): 0.0
Frontier orbital gap (alpha / beta) (Ha): 0.1275 / 0.1275
Strongest force on any atom (eV Å⁻¹): 8.6
E (eV): -95746.7189